No. 1
A structure of composition C8H14EuOP at a distorted geometry. Source: the Open Molecules 2025 dataset; level of theory: wB97M-V/def2-TZVPD.

Structure (XYZ):
```
25
Properties=species:S:1:pos:R:3:forces:R:3
C -0.912 -2.636 -0.044 -1.877 0.788 0.889
C -1.506 -3.671 -0.814 -0.284 0.508 0.441
C -2.919 -3.629 -0.623 0.665 0.580 0.391
C -3.228 -2.564 0.273 0.889 -0.018 -0.093
C -2.016 -1.924 0.658 1.265 -1.289 -1.186
Eu 0.860 -0.114 1.785 -1.243 0.806 0.037
P 3.069 -1.370 0.348 1.400 -0.742 -0.913
H 0.156 -2.394 0.032 -0.225 -0.180 -0.107
H -0.970 -4.381 -1.442 -0.118 0.161 0.125
H -3.640 -4.300 -1.086 0.145 0.136 0.095
H -1.890 -1.070 1.339 -0.267 -0.306 -0.255
H -4.225 -2.283 0.609 0.217 -0.065 -0.073
H 3.454 -0.890 -0.954 -0.100 -0.175 0.437
H 3.100 -2.765 0.000 -0.047 0.514 0.157
H 4.391 -1.341 0.912 -0.613 0.032 -0.246
C 1.543 3.213 -0.963 -0.336 0.206 0.056
C 0.648 3.038 0.213 0.375 2.635 -0.991
C -0.291 4.123 0.607 0.115 0.046 -0.308
O 0.679 1.964 0.873 0.183 -3.712 1.880
H 1.692 4.285 -1.143 0.123 -0.165 -0.187
H 1.080 2.777 -1.861 0.236 -0.028 -0.250
H 2.512 2.726 -0.797 -0.034 0.007 -0.052
H -1.235 4.035 0.045 -0.189 0.199 0.200
H -0.509 4.079 1.682 -0.020 0.030 -0.178
H 0.158 5.093 0.353 -0.262 0.032 0.130
```
Forces are in eV/Å.

Its HOMO-LUMO gap (spin up / spin down) is 0.1634 / 0.2190 Ha. As for the net charge: -1. As for the spin multiplicity: 8. For the LUMO energy (spin up / spin down), the calculation gives 2.898 / 2.693 eV.


No. 2
A cluster of 7 separate species, C7H24B2FN7O18S in total at a distorted geometry. Source: the Open Molecules 2025 dataset; level of theory: wB97M-V/def2-TZVPD.

Structure (XYZ):
```
60
Properties=species:S:1:pos:R:3:forces:R:3
C 2.356 -0.295 -0.617 -0.142 -0.086 0.343
O 1.727 -1.211 -1.520 0.325 0.542 -0.419
B 0.841 -0.807 -2.450 -0.327 -0.377 -0.542
O 0.939 -1.250 -3.745 0.153 -0.486 0.580
N -0.333 0.114 -2.122 0.511 0.478 0.872
B -1.090 -0.241 -0.903 -0.275 -0.502 -0.314
O -1.365 -1.575 -0.813 0.310 0.182 0.047
O -1.537 0.682 0.004 0.058 -0.313 -0.230
S -0.134 1.710 -2.308 -0.182 -0.236 -0.106
O -1.339 2.320 -2.751 0.156 0.071 -0.025
O 0.610 2.311 -1.251 0.033 0.072 -0.100
F 0.846 1.642 -3.533 -0.109 0.190 0.072
H 2.773 0.554 -1.155 -0.006 0.015 -0.042
H 1.665 0.058 0.149 0.036 -0.012 -0.132
H 3.161 -0.833 -0.125 -0.023 -0.046 0.016
H 0.241 -1.863 -3.985 -0.232 0.229 -0.365
H -1.498 -1.817 0.109 -0.246 -0.103 0.033
H -0.837 0.984 0.595 -0.199 0.403 0.111
C -1.881 3.082 -5.816 0.108 0.009 0.057
N -1.396 2.571 -7.124 -0.008 -0.001 0.019
O -1.008 1.422 -7.182 -0.004 -0.122 0.013
O -1.436 3.334 -8.067 -0.020 0.090 -0.068
H -1.796 2.293 -5.083 -0.003 -0.031 -0.014
H -1.268 3.938 -5.548 0.002 0.023 -0.069
H -2.914 3.374 -5.964 0.111 0.127 0.062
C -1.883 4.077 0.810 -0.041 -0.057 -0.074
N -0.999 3.553 1.887 0.010 0.088 -0.273
O -1.048 2.357 2.113 0.173 -0.200 0.337
O -0.281 4.335 2.459 -0.001 0.068 0.106
H -2.441 3.243 0.401 0.019 -0.018 -0.011
H -2.530 4.824 1.261 0.036 0.041 0.002
H -1.237 4.528 0.063 0.010 0.027 0.011
C -0.033 -0.238 4.033 -0.005 -0.014 0.105
N 0.682 -0.341 2.736 -0.111 0.008 0.139
O 1.801 0.109 2.660 0.168 0.017 0.053
O 0.086 -0.874 1.818 -0.056 -0.027 -0.038
H 0.622 0.263 4.736 0.007 0.018 -0.009
H -0.938 0.335 3.857 0.001 -0.016 -0.057
H -0.269 -1.250 4.353 -0.054 -0.006 -0.037
C 3.199 -2.256 5.572 -0.034 0.104 0.050
N 1.897 -2.810 5.116 -0.001 0.010 0.027
O 0.956 -2.783 5.887 0.000 0.035 0.117
O 1.849 -3.257 3.992 0.000 0.011 -0.149
H 3.078 -1.900 6.587 -0.022 -0.009 0.008
H 3.928 -3.057 5.521 -0.025 0.094 -0.075
H 3.460 -1.449 4.893 -0.005 -0.045 -0.064
C 4.060 -5.790 7.639 0.007 -0.094 0.032
N 5.354 -5.289 7.096 -0.052 0.018 -0.003
O 6.311 -6.021 7.136 0.104 -0.101 0.024
O 5.355 -4.159 6.643 0.072 -0.040 0.059
H 4.215 -6.798 8.002 0.013 -0.005 -0.003
H 3.763 -5.115 8.436 -0.021 0.034 -0.026
H 3.337 -5.762 6.829 -0.012 0.040 0.003
C -5.279 1.017 -7.667 -0.061 -0.004 -0.097
N -5.510 2.285 -6.922 0.065 -0.075 -0.012
O -6.361 3.041 -7.325 -0.110 0.064 -0.056
O -4.808 2.476 -5.948 -0.161 -0.074 0.047
H -5.967 0.987 -8.503 -0.008 0.012 -0.001
H -4.244 1.020 -7.998 0.020 -0.016 0.041
H -5.450 0.202 -6.972 0.047 -0.002 0.022
```
Forces are in eV/Å.

Its HOMO-LUMO gap is 0.3831 Ha. As for the SMILES: COB(O)N(B(O)O)S(=O)(=O)F.C[N+](=O)[O-].C[N+](=O)[O-].C[N+](=O)[O-].C[N+](=O)[O-].C[N+](=O)[O-].C[N+](=O)[O-]. As for the spin multiplicity: 1. For the LUMO energy, the calculation gives -0.281 eV.


No. 3
A structure of composition C8H10F3NO3SZr at a distorted geometry. Source: the Open Molecules 2025 dataset; level of theory: wB97M-V/def2-TZVPD.

Structure (XYZ):
```
27
Properties=species:S:1:pos:R:3:forces:R:3
C -1.325 -1.709 0.513 -1.132 0.084 0.600
C -2.525 -1.139 1.067 0.958 -0.013 -0.118
C -2.251 -0.699 2.394 -0.084 -0.174 0.147
C -0.877 -1.075 2.720 -0.001 0.205 0.476
C -0.303 -1.675 1.515 -0.865 0.426 0.524
Zr -0.572 0.605 1.304 -2.421 -1.415 -0.614
N -0.754 -0.386 -2.248 -0.902 -0.120 3.641
C -0.970 -0.477 -3.563 -1.537 1.686 -2.070
C -1.708 0.683 -2.687 2.803 -1.581 -0.167
H -2.935 -0.166 3.067 0.229 -0.558 -0.338
H -3.500 -1.080 0.572 0.591 0.154 0.089
H -0.408 -0.966 3.696 -0.231 -0.407 -0.189
H 0.651 -2.180 1.457 0.038 0.244 -0.053
H -1.252 -2.226 -0.443 -0.022 0.513 0.268
H -2.690 0.508 -2.293 -0.350 -0.037 -0.102
H -1.516 -1.381 -3.820 -0.219 0.336 -0.755
H 0.163 -0.234 -1.914 0.899 1.004 0.254
H -1.314 1.726 -2.603 -0.353 -1.064 -0.777
H -0.204 -0.103 -4.237 -0.196 -0.138 -0.321
F 4.771 2.287 0.601 -1.194 -0.048 0.556
C 3.517 2.136 1.086 0.221 0.107 0.159
F 3.565 1.813 2.401 0.208 0.366 -1.122
F 2.836 3.305 0.962 0.708 -0.989 0.047
S 2.611 0.774 0.170 -0.498 0.364 0.870
O 2.311 1.282 -1.140 0.146 -0.318 0.520
O 3.333 -0.452 0.349 -0.444 0.797 -0.104
O 1.345 0.829 1.073 3.648 0.577 -1.421
```
Forces are in eV/Å.

Its HOMO-LUMO gap (spin up / spin down) is 0.1873 / 0.1878 Ha. As for the spin multiplicity: 1. For the LUMO energy (spin up / spin down), the calculation gives -0.914 / -0.884 eV.


No. 4
A structure of composition C27H41N7OPdS at a distorted geometry. Source: the Open Molecules 2025 dataset; level of theory: wB97M-V/def2-TZVPD.

Structure (XYZ):
```
78
Properties=species:S:1:pos:R:3:forces:R:3
Pd 0.379 0.165 -0.096 -0.555 -0.451 0.538
O 0.288 -0.150 2.030 -0.378 0.099 -0.267
N 1.348 0.363 2.655 -0.375 0.093 0.112
C 1.200 0.803 3.912 -0.163 0.141 0.515
C 2.233 1.428 4.568 -0.310 -0.058 0.244
C 3.435 1.616 3.908 0.221 -0.051 -0.199
C 3.578 1.099 2.639 0.199 -0.119 0.009
C 2.519 0.435 2.019 0.590 -0.071 -0.438
S 2.648 -0.315 0.459 -0.285 0.132 -0.748
H 0.221 0.641 4.338 -0.007 0.024 -0.072
H 2.088 1.767 5.585 -0.072 0.020 -0.080
H 4.247 2.156 4.377 -0.007 -0.079 -0.009
H 4.510 1.177 2.097 -0.036 0.044 -0.025
C 0.704 -2.815 -1.483 -0.055 -0.259 -0.020
N 0.033 -3.191 -0.246 0.432 -0.124 -0.040
C 0.837 -4.044 0.630 -0.027 0.016 -0.181
C -1.035 -2.523 0.221 -0.142 -0.187 0.105
N -1.264 -1.280 -0.131 0.547 0.522 -0.713
C -2.531 -0.699 -0.192 -0.198 -0.666 -0.202
C -3.710 -1.415 -0.438 0.207 -0.231 -0.029
C -4.948 -0.823 -0.282 -0.046 -0.148 -0.075
C -5.026 0.494 0.142 -0.015 0.170 0.067
C -3.867 1.243 0.226 0.081 0.164 0.042
C -2.622 0.675 -0.061 -0.141 0.868 0.070
N -1.439 1.419 -0.202 0.518 -0.535 0.683
C -1.364 2.653 -0.645 -0.005 -0.101 -0.431
N -2.273 3.203 -1.468 -0.191 0.204 -0.326
C -2.444 4.647 -1.601 -0.105 -0.128 0.079
C -3.080 2.398 -2.375 -0.010 0.055 -0.047
N -0.272 3.433 -0.337 0.121 -0.162 -0.024
C 0.523 2.943 0.770 -0.138 0.332 -0.075
C 0.563 3.843 -1.481 -0.110 0.191 0.130
N -1.849 -3.175 1.080 -0.132 -0.216 0.353
C -2.537 -2.479 2.155 -0.017 -0.040 0.017
C -2.174 -4.585 0.925 0.018 0.089 0.080
H 0.928 -3.723 -2.046 -0.014 -0.024 0.029
H 1.644 -2.302 -1.282 0.007 0.055 -0.002
H 0.073 -2.169 -2.081 -0.051 0.036 0.021
H 1.779 -3.536 0.853 -0.010 0.013 -0.009
H 1.066 -4.986 0.130 -0.057 -0.001 0.023
H 0.322 -4.246 1.562 -0.044 0.025 0.010
H -3.630 -2.454 -0.738 -0.052 0.036 0.101
H -5.852 -1.388 -0.474 0.059 -0.048 0.070
H -5.986 0.935 0.375 0.055 0.063 -0.061
H -3.903 2.293 0.496 -0.056 -0.021 -0.067
H -1.828 5.170 -0.878 0.011 -0.018 0.025
H -3.491 4.901 -1.422 -0.015 -0.015 -0.022
H -2.183 4.980 -2.607 0.035 -0.015 -0.019
H -2.672 1.393 -2.457 0.038 0.043 0.003
H -3.059 2.867 -3.361 0.047 0.014 0.010
H -4.118 2.330 -2.047 0.011 0.021 0.003
H -0.087 2.823 1.660 -0.041 -0.036 0.061
H 1.348 3.622 0.970 -0.004 0.045 -0.052
H 0.920 1.966 0.476 0.697 0.430 0.402
H -0.053 4.130 -2.327 -0.022 -0.010 0.001
H 1.209 3.018 -1.790 0.046 -0.065 -0.010
H 1.174 4.696 -1.192 -0.019 0.010 0.024
H -2.098 -1.494 2.300 0.014 -0.024 -0.009
H -2.418 -3.055 3.075 0.030 -0.006 0.003
H -3.604 -2.370 1.951 0.004 -0.002 -0.009
H -1.759 -4.969 -0.003 0.037 0.013 -0.011
H -3.260 -4.695 0.896 -0.010 -0.006 -0.007
H -1.795 -5.182 1.759 0.006 0.002 0.001
C 1.338 -0.488 -5.349 0.010 0.015 -0.022
C 0.189 0.279 -4.685 0.057 0.022 0.167
C -1.145 -0.420 -4.980 -0.012 -0.015 -0.009
C 0.150 1.723 -5.201 0.011 -0.007 0.004
C 0.390 0.303 -3.220 0.027 0.247 -0.463
C 0.552 0.376 -2.029 -0.179 -0.306 0.808
H 1.179 -0.539 -6.428 0.013 -0.002 0.034
H 1.401 -1.505 -4.959 -0.012 0.017 -0.030
H 2.292 0.008 -5.161 -0.023 -0.016 -0.007
H -1.333 -0.430 -6.056 0.005 -0.004 0.033
H -1.972 0.096 -4.487 0.014 -0.007 -0.032
H -1.127 -1.452 -4.623 -0.010 0.022 -0.018
H -0.045 1.736 -6.276 0.011 0.000 0.039
H 1.104 2.221 -5.015 -0.027 -0.002 -0.016
H -0.636 2.290 -4.696 0.000 -0.020 -0.041
```
Forces are in eV/Å.

Its HOMO-LUMO gap (spin up / spin down) is 0.2547 / 0.2170 Ha. As for the net charge: +1. As for the spin multiplicity: 2. For the LUMO energy (spin up / spin down), the calculation gives -3.410 / -4.338 eV.


No. 5
The molecule C2H6N4S at a distorted geometry. Source: the Open Molecules 2025 dataset; level of theory: wB97M-V/def2-TZVPD.

Structure (XYZ):
```
13
Properties=species:S:1:pos:R:3:forces:R:3
C 0.310 -0.658 0.522 -0.554 1.922 -1.243
C 2.795 -0.078 -0.120 -1.917 -2.268 1.891
N -0.913 -0.922 0.610 -0.007 -0.221 1.529
N -1.898 -0.828 -0.268 -1.659 0.254 -2.007
N -2.496 1.317 0.246 -0.241 2.682 -0.175
N -2.635 0.230 -0.383 3.077 -1.482 1.482
S 1.135 0.470 -0.607 -0.426 -0.616 0.140
H 0.958 -0.944 1.310 0.387 -0.546 0.790
H 2.757 -1.209 -0.236 0.466 1.402 0.228
H 2.945 0.183 0.964 0.287 -0.136 -1.245
H 3.482 0.306 -0.793 1.490 0.914 -0.968
H -3.052 2.070 -0.262 0.484 -1.451 1.033
H -3.389 0.064 -0.982 -1.386 -0.453 -1.455
```
Forces are in eV/Å.

Its HOMO-LUMO gap (spin up / spin down) is 0.3193 / 0.3193 Ha. As for the spin multiplicity: 1. For the LUMO energy (spin up / spin down), the calculation gives 0.787 / 0.787 eV.


Number 1: molecular weight 309.1 g/mol. Number 2: molecular weight 567.0 g/mol. Number 3: molecular weight 348.5 g/mol. Number 4: molecular weight 618.2 g/mol. Number 5: molecular weight 118.2 g/mol.